{
  "formula": "C37H90BNO15S",
  "method": "ωB97M-V/def2-TZVPD",
  "symbols": ["C", "C", "O", "N", "C", "C", "C", "C", "B", "C", "C", "C", "S", "H", "H", "H", "H", "H", "H", "H", "H", "H", "H", "H", "H", "H", "H", "H", "H", "H", "H", "H", "H", "C", "O", "C", "C", "O", "C", "H", "H", "H", "H", "H", "H", "H", "H", "H", "H", "C", "O", "C", "C", "O", "C", "H", "H", "H", "H", "H", "H", "H", "H", "H", "H", "C", "O", "C", "C", "O", "C", "H", "H", "H", "H", "H", "H", "H", "H", "H", "H", "C", "O", "C", "C", "O", "C", "H", "H", "H", "H", "H", "H", "H", "H", "H", "H", "C", "O", "C", "C", "O", "C", "H", "H", "H", "H", "H", "H", "H", "H", "H", "H", "C", "O", "C", "C", "O", "C", "H", "H", "H", "H", "H", "H", "H", "H", "H", "H", "C", "O", "C", "C", "O", "C", "H", "H", "H", "H", "H", "H", "H", "H", "H", "H"],
  "xyz": [[6.35085, -4.27376, 0.42516], [4.85161, -4.33818, 0.23650], [4.33819, -5.03400, -0.64324], [4.07535, -3.53537, 1.14439], [3.25120, -2.52265, 0.45337], [1.76503, -2.72439, 0.76026], [0.87458, -1.81289, -0.08895], [-0.44169, -1.42835, 0.61185], [-1.24568, -2.69738, 1.09422], [-2.58900, -3.04930, 0.38306], [-3.38010, -4.24551, 0.93981], [-4.28203, -4.88399, -0.12271], [-3.44178, -6.19112, -1.07026], [6.81292, -4.09291, -0.53777], [6.64998, -5.22030, 0.86154], [6.59599, -3.47319, 1.10923], [3.47339, -4.13056, 1.69337], [3.41835, -2.55193, -0.61774], [3.51012, -1.54034, 0.84145], [1.54201, -3.76595, 0.54050], [1.63248, -2.54446, 1.82412], [0.62467, -2.33826, -1.00485], [1.43999, -0.91916, -0.33971], [-1.05713, -0.87655, -0.09551], [-0.23237, -0.80950, 1.48444], [-0.82119, -3.35246, 2.00159], [-2.39692, -3.22075, -0.67799], [-3.20975, -2.15275, 0.45236], [-2.70743, -4.98364, 1.36130], [-4.01592, -3.89612, 1.74964], [-5.19175, -5.28895, 0.30189], [-4.55217, -4.11255, -0.83372], [-2.57651, -6.56224, -0.12448], [3.95831, 1.58103, 6.20707], [4.43081, 1.62701, 4.87159], [4.95473, 0.39100, 4.41165], [3.97822, -0.33704, 3.51832], [2.82337, -0.75906, 4.22874], [1.70027, 0.06983, 4.00804], [3.42954, 2.51292, 6.40223], [3.27254, 0.74458, 6.36405], [4.79677, 1.49918, 6.90706], [5.23657, -0.24537, 5.25541], [5.85947, 0.61284, 3.83694], [4.45914, -1.23786, 3.12163], [3.69470, 0.29693, 2.67203], [1.31509, -0.06167, 2.98949], [1.94273, 1.12306, 4.16681], [0.92734, -0.22753, 4.71540], [-3.88559, 1.00848, 0.97405], [-4.46009, -0.11613, 1.61957], [-4.19630, -0.15630, 3.01246], [-5.38692, 0.30825, 3.81883], [-5.65652, 1.68416, 3.60574], [-6.73103, 1.91758, 2.71452], [-4.28355, 1.05269, -0.03749], [-4.13393, 1.93858, 1.49122], [-2.79602, 0.90531, 0.91676], [-3.31903, 0.45099, 3.25525], [-3.97236, -1.19585, 3.27672], [-5.16873, 0.17693, 4.88323], [-6.26393, -0.29862, 3.57522], [-7.68516, 1.64332, 3.17714], [-6.60895, 1.36110, 1.78177], [-6.74464, 2.98328, 2.49179], [-1.37149, 5.92576, 5.55885], [-0.29578, 6.75261, 5.15574], [0.66644, 6.96504, 6.17584], [1.89252, 6.10408, 5.97755], [1.59625, 4.72537, 6.13148], [1.46444, 4.03869, 4.90014], [-1.95225, 5.68764, 4.66954], [-1.01758, 4.99609, 6.01128], [-2.01812, 6.45052, 6.27038], [0.23046, 6.77484, 7.16096], [0.96277, 8.01779, 6.13397], [2.63706, 6.36685, 6.73538], [2.32954, 6.29495, 4.99314], [2.44019, 3.92996, 4.41346], [0.77334, 4.54849, 4.22418], [1.07261, 3.04696, 5.12032], [-2.62419, 4.42633, -0.48146], [-3.72844, 3.71505, -1.01091], [-4.98232, 4.24409, -0.60590], [-5.62517, 5.06931, -1.69542], [-4.88262, 6.24869, -1.96715], [-4.09343, 6.15913, -3.13994], [-1.72916, 4.06149, -0.98227], [-2.71616, 5.50081, -0.65646], [-2.52501, 4.24287, 0.59447], [-4.86982, 4.84299, 0.30299], [-5.63654, 3.39683, -0.37362], [-6.62262, 5.37941, -1.36669], [-5.74108, 4.47147, -2.60376], [-4.72702, 6.16384, -4.03334], [-3.47489, 5.25865, -3.14081], [-3.44540, 7.03353, -3.16584], [9.89771, -5.58490, -5.41276], [9.53174, -6.69387, -4.61198], [9.89891, -6.54725, -3.24891], [8.71884, -6.15808, -2.38792], [8.24299, -4.85972, -2.70602], [7.07425, -4.88261, -3.50635], [9.41946, -5.70975, -6.38281], [9.56482, -4.64236, -4.97156], [10.98300, -5.55348, -5.55759], [10.69928, -5.80908, -3.14393], [10.28231, -7.51373, -2.90711], [9.03401, -6.14541, -1.33948], [7.91805, -6.89613, -2.49128], [6.21394, -5.22025, -2.91717], [7.19640, -5.53212, -4.37532], [6.88585, -3.86668, -3.84983], [-7.45345, 8.24624, -1.23091], [-8.52557, 7.48604, -1.76712], [-9.80466, 7.94029, -1.35847], [-10.48184, 8.75082, -2.43964], [-9.80098, 9.96935, -2.68776], [-8.98666, 9.93426, -3.84449], [-6.54347, 7.93249, -1.73507], [-7.60169, 9.31782, -1.38623], [-7.34429, 8.04889, -0.15817], [-9.72782, 8.53037, -0.44058], [-10.41557, 7.05728, -1.14405], [-11.49571, 9.00208, -2.11247], [-10.55875, 8.15975, -3.35713], [-9.60161, 9.91264, -4.75090], [-8.31854, 9.06955, -3.84048], [-8.38809, 10.84331, -3.85009], [6.14047, -7.90266, -6.29599], [5.08877, -7.49926, -7.15393], [4.16551, -8.53694, -7.43611], [2.90821, -8.40139, -6.60768], [3.16649, -8.59459, -5.22699], [3.24253, -7.38641, -4.49096], [6.68119, -7.00940, -5.99053], [5.76188, -8.40732, -5.40376], [6.83445, -8.56602, -6.82316], [4.62274, -9.51583, -7.26426], [3.90298, -8.46648, -8.49653], [2.19316, -9.16941, -6.91938], [2.45058, -7.42266, -6.77975], [2.25317, -6.92547, -4.40020], [3.93074, -6.67540, -4.95506], [3.60571, -7.63074, -3.49450]],
  "atomic_forces_ev_per_a": [[-0.78, 0.35, 0.05], [-0.74, -1.18, -1.33], [0.86, 1.27, 1.54], [0.36, 0.25, -0.24], [-0.58, -0.13, 0.57], [0.51, 0.02, -0.57], [-0.03, -0.19, 0.71], [-0.19, -0.60, -0.14], [0.01, 0.38, -0.26], [0.05, -0.62, 0.75], [-0.23, 0.35, -0.41], [0.35, -0.09, 0.35], [-0.01, 0.10, -0.35], [0.29, -0.31, -0.16], [0.31, -0.20, -0.11], [0.11, 0.09, 0.14], [-0.12, -0.25, 0.01], [0.09, -0.02, -0.22], [0.27, 0.24, -0.19], [-0.22, -0.21, 0.18], [-0.20, -0.02, 0.22], [0.12, 0.06, -0.34], [-0.01, 0.22, -0.19], [-0.05, 0.34, 0.01], [0.09, 0.23, 0.07], [-0.02, -0.08, 0.03], [0.17, 0.16, -0.24], [-0.11, 0.20, -0.23], [0.10, -0.21, 0.13], [-0.06, 0.03, 0.22], [-0.13, -0.11, 0.12], [-0.20, 0.05, -0.24], [-0.01, -0.04, 0.13], [0.02, 0.07, -0.02], [-0.10, -0.05, 0.03], [0.05, 0.23, -0.07], [0.00, -0.31, 0.02], [-0.04, 0.07, -0.02], [-0.01, -0.05, 0.02], [0.03, 0.03, -0.02], [0.02, -0.02, 0.00], [-0.03, -0.05, 0.03], [-0.01, -0.03, 0.02], [0.01, -0.03, 0.00], [0.02, 0.03, -0.02], [0.01, 0.05, 0.00], [0.01, 0.06, 0.00], [0.00, 0.01, -0.03], [0.00, -0.04, 0.00], [0.00, -0.02, -0.08], [0.04, 0.07, 0.02], [-0.03, -0.22, -0.11], [0.05, 0.15, 0.15], [-0.02, -0.02, -0.07], [0.02, 0.02, 0.02], [0.01, -0.03, -0.01], [0.02, 0.01, 0.01], [0.01, 0.05, 0.01], [0.01, 0.03, 0.01], [0.01, 0.01, 0.02], [0.00, -0.02, -0.01], [-0.01, -0.02, -0.03], [-0.01, -0.03, -0.04], [-0.02, -0.01, 0.00], [0.01, 0.02, 0.04], [0.00, 0.03, -0.02], [-0.01, -0.08, 0.03], [-0.03, 0.14, -0.15], [0.06, -0.09, 0.17], [-0.05, -0.01, -0.05], [0.04, -0.01, 0.00], [0.00, 0.04, -0.02], [-0.01, 0.00, 0.02], [0.00, -0.04, 0.03], [0.00, -0.02, 0.03], [0.01, -0.01, 0.02], [0.00, 0.02, -0.01], [-0.01, 0.01, -0.03], [-0.03, -0.01, -0.06], [0.02, 0.02, -0.01], [0.01, 0.00, 0.05], [0.01, -0.05, -0.02], [0.02, 0.08, 0.03], [0.02, -0.23, -0.06], [-0.13, 0.21, 0.09], [0.13, -0.09, -0.06], [-0.02, 0.04, 0.02], [-0.01, -0.04, 0.00], [0.00, 0.01, 0.02], [0.00, 0.05, 0.01], [0.00, 0.03, 0.01], [-0.01, 0.02, 0.02], [-0.01, -0.02, -0.02], [0.02, -0.03, -0.02], [0.02, -0.04, -0.02], [-0.01, -0.02, -0.01], [-0.03, 0.03, 0.02], [-0.02, -0.04, -0.03], [-0.02, 0.11, 0.03], [-0.03, -0.22, -0.09], [0.06, 0.17, 0.13], [0.01, -0.03, -0.05], [-0.14, 0.04, 0.06], [0.00, -0.04, -0.01], [0.01, 0.01, 0.01], [0.00, 0.05, 0.01], [0.01, 0.04, 0.01], [0.01, 0.01, 0.02], [0.01, -0.03, 0.00], [-0.01, -0.02, -0.02], [-0.03, -0.03, -0.06], [0.00, 0.00, 0.00], [0.04, 0.03, 0.04], [-0.02, -0.01, 0.00], [0.05, 0.06, 0.00], [0.03, -0.20, -0.05], [-0.08, 0.18, 0.07], [0.05, -0.04, -0.03], [-0.01, 0.03, 0.02], [0.02, -0.06, 0.01], [-0.04, 0.00, 0.03], [0.00, 0.06, 0.01], [0.00, 0.04, 0.01], [-0.01, 0.02, 0.01], [0.00, -0.02, 0.00], [0.01, -0.03, -0.02], [0.02, -0.04, -0.02], [-0.01, -0.01, -0.02], [-0.03, 0.03, 0.01], [0.03, 0.01, -0.04], [0.02, -0.01, 0.07], [0.00, 0.16, -0.11], [-0.06, -0.18, 0.11], [0.04, 0.07, -0.01], [-0.01, -0.04, 0.02], [0.01, 0.02, -0.05], [0.01, -0.02, -0.01], [0.01, -0.04, 0.06], [0.00, -0.03, 0.02], [-0.01, -0.02, 0.01], [0.00, 0.01, -0.02], [0.01, 0.03, -0.01], [0.02, 0.04, -0.01], [-0.01, 0.02, 0.00], [-0.02, -0.03, 0.01]],
  "energy_ha": -3069.794114,
  "homo_lumo_gap_ev": 9.2839,
  "e_homo_ev": -8.9,
  "fmax_ev_per_a": 2.173,
  "charge": 0,
  "smiles": "CC(=O)NCCCCBCCCS.COCCOC.COCCOC.COCCOC.COCCOC.COCCOC.COCCOC.COCCOC",
  "mol_weight_da": 832.0,
  "lumo_ev": 0.4
}